No. 1
ORCA calculation (wB97M-V/def2-TZVPD) on a 9-piece molecular cluster, C9H36N16O9 overall at a distorted geometry.

Kohn-Sham gap	8.490	eV
E_LUMO	-0.5	eV
max |F|	2.7	eV/A
SMILES	NC(N)=O.NC(N)=O.NC(N)=O.NC(N)=O.NC(N)=O.NC(N)=O.NC(N)=O.NC(N)=O.CO
ΔE to the lowest compared entry with this formula, charge and spin	1.7192	eV

XYZ file:
```
70
C9H36N16O9 wB97M-V/def2-TZVPD
N 2.45 3.04 -1.04
C 1.74 2.57 -2.13
N 2.37 1.50 -2.74
O 0.75 3.17 -2.60
H 2.06 3.81 -0.53
H 3.29 2.59 -0.73
H 3.09 0.98 -2.28
H 2.12 1.25 -3.68
N 3.29 1.50 3.16
C 3.97 0.32 2.94
N 4.10 -0.53 4.03
O 4.48 -0.01 1.87
H 3.23 1.90 4.08
H 3.26 2.14 2.38
H 4.16 -0.12 4.94
H 4.23 -1.49 3.79
N -0.13 -0.72 -3.21
C -1.34 -1.23 -3.63
N -2.21 -1.44 -2.57
O -1.60 -1.47 -4.78
H 0.57 -0.47 -3.88
H -0.04 -0.48 -2.24
H -2.04 -1.06 -1.66
H -2.90 -2.16 -2.72
N -4.70 4.07 -1.70
C -4.00 4.38 -0.55
N -3.49 3.28 0.13
O -3.69 5.54 -0.24
H -4.73 3.11 -1.99
H -5.01 4.81 -2.29
H -3.00 3.43 0.99
H -3.57 2.36 -0.27
N 0.08 -3.88 4.81
C -0.21 -2.62 4.34
N 0.90 -1.79 4.18
O -1.38 -2.33 3.97
H -0.56 -4.65 4.80
H 1.05 -4.11 4.92
H 0.77 -0.85 3.89
H 1.71 -2.09 4.69
N -2.41 -1.64 1.33
C -3.26 -2.66 0.93
N -3.19 -3.78 1.73
O -3.99 -2.56 -0.05
H -2.42 -0.86 0.70
H -2.00 -1.58 2.25
H -2.66 -3.71 2.58
H -3.92 -4.46 1.68
N -1.86 1.92 -2.73
C -2.40 2.69 -3.75
N -1.77 3.88 -4.05
O -3.36 2.30 -4.44
H -0.88 2.12 -2.50
H -2.28 1.02 -2.58
H -2.14 4.31 -4.87
H -0.95 4.18 -3.55
N 3.54 -4.53 -0.57
C 3.99 -3.52 0.27
N 3.49 -2.26 -0.06
O 4.75 -3.70 1.21
H 2.79 -4.35 -1.21
H 3.85 -5.47 -0.43
H 3.90 -1.51 0.48
H 2.82 -2.14 -0.79
C 0.14 1.04 0.39
O -0.32 -0.20 -0.21
H 1.20 1.00 0.15
H -0.32 1.96 0.07
H 0.22 1.04 1.48
H 0.37 -0.79 0.13
```

Löwdin atomic charge list, values in e, 6 entries:
1 N 0.1518
2 C -0.6060
3 N 0.1678
4 O -0.0057
5 H 0.1074
6 H 0.0902


No. 2
ORCA calculation (wB97M-V/def2-TZVPD) on a 9-piece molecular cluster, C9H36N18O9 overall at a distorted geometry.

Kohn-Sham gap (spin up / spin down)	1.887 / 8.178	eV
net charge	-1
E_LUMO (spin up / spin down)	1.6 / 1.6	eV
2S+1	2
max |F|	10.8	eV/A
⟨S²⟩	0.7504
ΔE to the lowest compared entry with this formula, charge and spin	3.2061	eV

XYZ file:
```
72
C9H36N18O9 wB97M-V/def2-TZVPD
C -9.86 38.40 8.35
O -10.71 37.54 8.24
N -9.45 39.28 7.43
N -8.82 38.26 9.29
H -10.13 39.50 6.73
H -8.63 39.83 7.64
H -8.18 39.04 9.33
H -8.89 37.56 10.01
C -2.43 42.92 8.41
O -2.65 42.13 9.26
N -3.44 43.37 7.71
N -1.24 43.22 7.92
H -4.40 43.06 7.82
H -3.26 44.13 7.07
H -1.05 44.21 7.80
H -0.62 42.51 8.29
C -6.64 41.66 14.59
O -6.79 41.67 13.39
N -7.67 41.51 15.39
N -5.60 41.76 15.24
H -8.54 41.68 14.91
H -7.59 41.67 16.39
H -5.53 42.13 16.18
H -4.82 42.10 14.71
C -6.05 40.44 9.06
O -7.23 40.24 8.71
N -5.62 41.01 10.18
N -5.04 40.54 8.23
H -4.69 41.41 10.24
H -6.28 41.14 10.93
H -5.28 40.17 7.32
H -4.17 40.98 8.50
C -1.40 37.79 7.21
O -1.69 36.67 7.43
N -2.27 38.72 7.50
N -0.47 38.29 6.47
H -3.15 38.31 7.79
H -2.18 39.60 7.03
H 0.04 37.59 5.95
H -0.22 39.27 6.44
C -7.51 43.84 7.55
O -8.27 43.04 7.04
N -7.18 43.96 8.80
N -6.73 44.67 6.98
H -7.64 43.34 9.44
H -6.41 44.54 9.10
H -6.35 45.32 7.66
H -6.65 44.72 5.98
C -5.73 38.62 5.06
O -5.54 39.81 5.27
N -6.68 37.99 5.68
N -5.19 37.86 4.22
H -7.24 38.32 6.45
H -6.94 37.09 5.31
H -5.25 36.87 4.38
H -4.50 38.30 3.63
C -9.45 42.10 11.09
O -10.15 42.40 10.15
N -8.27 41.62 10.98
N -9.62 42.24 12.33
H -7.70 41.80 11.80
H -7.86 41.28 10.12
H -8.91 41.85 12.93
H -10.39 42.80 12.67
C -1.19 41.39 4.96
O -1.06 40.93 3.85
N -0.34 41.28 5.95
N -2.34 41.80 5.40
H 0.60 40.99 5.71
H -0.52 41.71 6.85
H -2.51 41.92 6.38
H -3.05 41.92 4.69
```

Löwdin atomic charge list, values in e, 6 entries:
1 C -0.6852
2 O -0.0028
3 N 0.1598
4 N 0.1249
5 H 0.1159
6 H 0.0599